Entry 1:
Entry from OMol25: a structure of composition C51H48N6P2Y in a non-equilibrium geometry (ωB97M-V/def2-TZVPD).

## Properties
Molecular weight, g/mol: 895.84
HOMO level, Eh: -0.556
Kohn-Sham gap, Eh: 0.262
Spin multiplicity: 1
Calculated total energy, Eh: -3021.1611
Energy above the lowest of the compared OMol25 structures with the same formula, charge and spin, kcal/mol: 0.0
Largest force on an atom, eV Å⁻¹: 1.21
Net charge: +3

Positions of all 108 atoms, in Å:
Y (0.0676, 0.1348, 1.1083)
C (2.9654, -0.3349, -3.7710)
N (2.8312, -0.1235, -2.3212)
C (1.6847, 0.0395, -1.6343)
N (1.9535, 0.0995, -0.3194)
C (3.3211, -0.0283, -0.1830)
C (3.8840, -0.1439, -1.4288)
C (5.2888, -0.3393, -1.8290)
C (5.9815, -1.4635, -1.3862)
C (7.3049, -1.6496, -1.7574)
C (7.9398, -0.7150, -2.5646)
C (7.2531, 0.4094, -3.0043)
C (5.9281, 0.5984, -2.6391)
C (4.0231, -0.0587, 1.1083)
C (5.1641, 0.7206, 1.2986)
C (5.8936, 0.6145, 2.4714)
C (5.5089, -0.2896, 3.4544)
C (4.3797, -1.0710, 3.2711)
C (3.6250, -0.9429, 2.1105)
P (0.0892, 0.1417, -2.5046)
C (-0.6942, 1.5429, -1.6469)
N (-0.9039, 1.7315, -0.3336)
C (-1.6868, 2.8584, -0.2047)
C (-1.9775, 3.3420, -1.4555)
N (-1.3309, 2.5046, -2.3426)
C (-1.2991, 2.7030, -3.8000)
C (-2.7514, 4.5262, -1.8691)
C (-3.9044, 4.3767, -2.6395)
C (-4.6345, 5.4938, -3.0177)
C (-4.2143, 6.7600, -2.6302)
C (-3.0672, 6.9104, -1.8627)
C (-2.3354, 5.7964, -1.4787)
C (-2.0883, 3.4316, 1.0888)
C (-1.1344, 3.6764, 2.0776)
C (-1.4915, 4.3466, 3.2420)
C (-2.8065, 4.7353, 3.4439)
C (-3.7663, 4.4660, 2.4751)
C (-3.4083, 3.8315, 1.2968)
C (-0.7723, -1.2284, -1.6639)
N (-0.8509, -1.4915, -0.3497)
C (-1.5335, -2.6833, -0.2173)
C (-1.8488, -3.1566, -1.4654)
N (-1.3739, -2.2138, -2.3558)
C (-1.5774, -2.2647, -3.8113)
C (-2.5902, -4.3624, -1.8750)
C (-1.9690, -5.3383, -2.6542)
C (-2.6701, -6.4745, -3.0307)
C (-3.9911, -6.6373, -2.6327)
C (-4.6105, -5.6675, -1.8558)
C (-3.9128, -4.5312, -1.4737)
C (-1.8705, -3.2923, 1.0774)
C (-1.6662, -4.6568, 1.2809)
C (-2.0794, -5.2560, 2.4596)
C (-2.7279, -4.5072, 3.4343)
C (-2.9403, -3.1522, 3.2376)
C (-2.4929, -2.5382, 2.0729)
H (2.1770, -0.9897, -4.1285)
H (2.9236, 0.6105, -4.3076)
H (3.9258, -0.8027, -3.9584)
H (5.4848, -2.1905, -0.7531)
H (7.8414, -2.5270, -1.4185)
H (8.9738, -0.8609, -2.8513)
H (7.7505, 1.1435, -3.6257)
H (5.3959, 1.4849, -2.9696)
H (5.4793, 1.4086, 0.5236)
H (6.7778, 1.2235, 2.6103)
H (6.1032, -0.3977, 4.3525)
H (4.1203, -1.8116, 4.0159)
H (2.8013, -1.6308, 1.9219)
H (-1.5131, 3.7461, -4.0071)
H (-0.3154, 2.4589, -4.1880)
H (-2.0488, 2.0873, -4.2919)
H (-4.2407, 3.3857, -2.9282)
H (-5.5340, 5.3751, -3.6088)
H (-4.7852, 7.6310, -2.9267)
H (-2.7397, 7.8988, -1.5653)
H (-1.4401, 5.9119, -0.8777)
H (-0.0876, 3.4576, 1.8762)
H (-0.7413, 4.6161, 3.9744)
H (-3.0811, 5.2681, 4.3453)
H (-4.7937, 4.7706, 2.6298)
H (-4.1527, 3.6478, 0.5318)
H (-2.4154, -2.9224, -4.0164)
H (-1.8027, -1.2730, -4.1913)
H (-0.6948, -2.6547, -4.3141)
H (-0.9318, -5.2177, -2.9510)
H (-2.1831, -7.2350, -3.6282)
H (-4.5373, -7.5244, -2.9282)
H (-5.6411, -5.7956, -1.5492)
H (-4.3947, -3.7744, -0.8647)
H (-1.1857, -5.2478, 0.5109)
H (-1.9148, -6.3156, 2.6093)
H (-3.0882, -4.9869, 4.3352)
H (-3.5022, -2.5931, 3.9734)
H (-2.7548, -1.4996, 1.8735)
C (0.2694, 1.8499, 4.7345)
P (0.0550, 0.2093, 3.9849)
C (1.3461, -0.7715, 4.8024)
C (-1.4649, -0.4016, 4.7671)
H (0.4957, 1.7164, 5.7937)
H (-0.6581, 2.4059, 4.6402)
H (1.0800, 2.4110, 4.2701)
H (1.0855, -0.8693, 5.8579)
H (2.2933, -0.2470, 4.7223)
H (1.4429, -1.7668, 4.3704)
H (-1.4544, -0.1071, 5.8179)
H (-1.4774, -1.4850, 4.7060)
H (-2.3624, 0.0013, 4.2980)

Forces on atoms 1 to 3 (eV/Å):
Y -0.005 -0.054 -1.206
C 0.003 0.116 0.032
N 0.104 0.066 -0.055

***

Entry 2:
Entry from OMol25: a structure of composition CH4FOV in a non-equilibrium geometry (ωB97M-V/def2-TZVPD).

## Properties
Molecular weight, g/mol: 101.98
HOMO level (alpha / beta), Eh: -0.510 / -0.611
Kohn-Sham gap (alpha / beta), Eh: 0.328 / 0.413
Spin multiplicity: 4
Calculated total energy, Eh: -1159.2794
<S²>: 3.76
Largest force on an atom, eV Å⁻¹: 3.20
Net charge: +1

Positions of all 8 atoms, in Å:
F (0.5163, -0.6997, 0.5344)
V (-0.9086, -1.1784, -0.5192)
O (-2.4351, -0.8692, -1.3314)
H (-2.6151, -0.2054, -1.9965)
C (1.2461, 0.5369, 0.7988)
H (2.2722, 0.3555, 0.4704)
H (1.1228, 0.7423, 1.8646)
H (0.8013, 1.3180, 0.1789)

Forces on atoms 1 to 3 (eV/Å):
F 2.065 0.763 1.321
V -2.488 -1.568 -1.263
O 0.688 0.305 -0.088

***

Entry 3:
Entry from OMol25: a structure of composition C25H58N2O2Si3Sm in a non-equilibrium geometry (ωB97M-V/def2-TZVPD).

## Properties
Molecular weight, g/mol: 653.37
HOMO level (alpha / beta), Eh: -0.388 / -0.389
Kohn-Sham gap (alpha / beta), Eh: 0.279 / 0.284
Spin multiplicity: 6
Calculated total energy, Eh: -2773.6139
<S²>: 8.77
Largest force on an atom, eV Å⁻¹: 5.76
Net charge: +1

Positions of all 91 atoms, in Å:
O (1.2235, 0.7850, -1.5148)
O (-3.1110, -1.2343, -3.8216)
C (0.6689, 2.0593, -1.8882)
C (1.6866, 3.1441, -2.2710)
H (0.0862, 2.4283, -1.0505)
H (-0.0517, 1.9318, -2.6934)
H (2.4272, 3.2782, -1.4884)
H (1.1872, 4.1015, -2.4175)
H (2.2087, 2.9073, -3.1970)
C (2.0589, 0.1951, -2.5185)
C (1.4271, -0.1092, -3.8780)
H (2.4248, -0.7409, -2.1107)
H (2.9306, 0.8240, -2.6863)
H (0.6968, -0.9043, -3.7853)
H (2.1853, -0.4604, -4.5772)
H (0.9515, 0.7613, -4.3256)
C (-3.6245, -2.5682, -3.8041)
C (-3.6118, -0.3934, -4.8631)
C (-2.5572, -3.5479, -4.2961)
H (-4.5498, -2.6739, -4.3744)
H (-3.8844, -2.8300, -2.7798)
H (-2.2658, -3.3443, -5.3249)
H (-2.9190, -4.5741, -4.2456)
H (-1.6645, -3.4790, -3.6758)
C (-3.2872, -0.8903, -6.2793)
H (-3.1691, 0.5927, -4.7342)
H (-4.6873, -0.2538, -4.7522)
H (-2.2176, -1.0488, -6.4083)
H (-3.6050, -0.1607, -7.0239)
H (-3.7969, -1.8265, -6.5039)
H (-3.2075, -0.5518, -1.1035)
Sm (1.4033, -0.0014, 0.4009)
C (-3.6854, -0.6911, -0.1558)
Si (-5.3412, 0.2164, -0.0257)
H (-3.9313, -1.7440, -0.1634)
H (-3.1326, -0.5177, 0.7323)
C (-5.3189, 1.8838, -0.8841)
C (-5.7898, 0.5166, 1.7644)
C (-6.7433, -0.8160, -0.7238)
C (0.7135, 1.6581, 1.4497)
Si (0.9287, 2.0832, 3.2867)
H (-0.2495, 2.0527, 1.1315)
H (1.4519, 2.1859, 0.8560)
C (-0.7324, 2.1487, 4.1485)
C (1.6130, 3.8219, 3.4203)
C (2.0396, 0.9335, 4.2439)
H (-7.7091, -0.3716, -0.4872)
H (-6.7310, -1.8216, -0.3047)
H (-6.6828, -0.9043, -1.8047)
H (-4.6623, 2.5840, -0.3702)
H (-6.3143, 2.3252, -0.8990)
H (-4.9824, 1.7986, -1.9144)
H (-4.9474, 0.9236, 2.3164)
H (-6.0985, -0.4068, 2.2489)
H (-6.6152, 1.2218, 1.8501)
H (1.1228, 4.4890, 2.7124)
H (2.6830, 3.8578, 3.2323)
H (1.4505, 4.2244, 4.4190)
H (3.0584, 0.9585, 3.8659)
H (1.6754, -0.0906, 4.1879)
H (2.0737, 1.2107, 5.2961)
H (-0.6237, 2.5259, 5.1645)
H (-1.1995, 1.1700, 4.2201)
H (-1.4185, 2.8141, 3.6264)
C (4.5749, 2.4072, -0.6621)
C (4.6908, 1.2151, 0.2137)
C (5.9895, 0.9285, 0.6860)
C (6.2163, -0.1291, 1.5555)
C (5.1544, -0.9004, 1.9996)
C (3.8728, -0.6127, 1.5293)
N (3.6271, 0.4139, 0.5937)
N (2.6008, -1.3184, 1.9300)
Si (2.5049, -2.6341, 3.1572)
C (3.4416, -4.1118, 2.4921)
C (3.3726, -2.2029, 4.7882)
C (0.7528, -3.1156, 3.5396)
H (4.2189, 2.1225, -1.6600)
H (3.9502, 3.1465, -0.1262)
H (5.5515, 2.9086, -0.8354)
H (6.8380, 1.5315, 0.3847)
H (7.2205, -0.3336, 1.9027)
H (5.3490, -1.7037, 2.6850)
H (4.4949, -3.8358, 2.2820)
H (3.4314, -4.9237, 3.2480)
H (2.9659, -4.4656, 1.5562)
H (2.8806, -1.3977, 5.3573)
H (3.3764, -3.1022, 5.4354)
H (4.4259, -1.9073, 4.6273)
H (0.2217, -2.2412, 3.9680)
H (0.2475, -3.4584, 2.6162)
H (0.7715, -3.9356, 4.2880)

Forces on atoms 1 to 3 (eV/Å):
O -0.272 1.599 -3.965
O -0.223 0.205 -0.106
C -0.541 1.659 -0.625

***

Entry 4:
Entry from OMol25: the molecule C16H18ClN3O in a non-equilibrium geometry (ωB97M-V/def2-TZVPD).

## Properties
Molecular weight, g/mol: 303.79
HOMO level, Eh: -0.264
Kohn-Sham gap, Eh: 0.291
Spin multiplicity: 1
SMILES: Cc1ccc(/C=N/N2CCN(c3ccc(Cl)cc3)CC2)o1
Calculated total energy, Eh: -1320.1378
Energy above the lowest of the compared OMol25 structures with the same formula, charge and spin, kcal/mol: 0.0
Largest force on an atom, eV Å⁻¹: 1.52
Net charge: 0

Positions of all 39 atoms, in Å:
C (6.5162, 2.2457, 0.0346)
C (5.4884, 1.2336, 0.3933)
C (5.4086, 0.3511, 1.4327)
C (4.2048, -0.3651, 1.2625)
C (3.6225, 0.1289, 0.1209)
C (2.4004, -0.1933, -0.5537)
N (1.6318, -1.0959, -0.0765)
N (0.5218, -1.5399, -0.6575)
C (-0.3819, -2.2100, 0.2516)
H (-0.9184, -2.9867, -0.3003)
C (-1.3769, -1.2006, 0.8354)
N (-2.0951, -0.5470, -0.2411)
C (-3.3949, -0.1081, -0.0479)
C (-3.8373, 1.1455, -0.4827)
C (-5.1556, 1.5311, -0.3332)
C (-6.0614, 0.6729, 0.2641)
C (-5.6505, -0.5747, 0.7058)
C (-4.3362, -0.9588, 0.5459)
H (-4.0421, -1.9451, 0.8695)
H (-6.3604, -1.2459, 1.1632)
Cl (-7.7125, 1.1574, 0.4603)
H (-5.4753, 2.5048, -0.6706)
H (-3.1478, 1.8452, -0.9275)
C (-1.2010, 0.1570, -1.1334)
C (-0.1960, -0.8520, -1.7116)
H (0.5048, -0.3525, -2.3799)
H (-0.7389, -1.6115, -2.2815)
H (-1.7721, 0.5893, -1.9553)
H (-0.6528, 0.9585, -0.6117)
H (-0.8084, -0.4549, 1.4160)
H (-2.0734, -1.6979, 1.5069)
H (0.2121, -2.6622, 1.0453)
H (2.2137, 0.3796, -1.4654)
O (4.4071, 1.1040, -0.4062)
H (3.8089, -1.1405, 1.8836)
H (6.1240, 0.2305, 2.2210)
H (6.9349, 2.0319, -0.9485)
H (7.3135, 2.2342, 0.7714)
H (6.0752, 3.2416, 0.0004)

Forces on atoms 1 to 3 (eV/Å):
C -0.346 -0.100 -0.195
C 0.536 -0.198 0.738
C 0.165 0.510 -0.476

***

Q: Look up the largest force on an atom of the first one.
A: 1.21 eV Å⁻¹

***

Q: What is the largest force on an atom in the first record?
A: 1.21 eV Å⁻¹

***

What did the fourth record say?
Entry from OMol25: the molecule C16H18ClN3O in a non-equilibrium geometry (ωB97M-V/def2-TZVPD).

## Properties
Molecular weight, g/mol: 303.79
HOMO level, Eh: -0.264
Kohn-Sham gap, Eh: 0.291
Spin multiplicity: 1
SMILES: Cc1ccc(/C=N/N2CCN(c3ccc(Cl)cc3)CC2)o1
Calculated total energy, Eh: -1320.1378
Energy above the lowest of the compared OMol25 structures with the same formula, charge and spin, kcal/mol: 0.0
Largest force on an atom, eV Å⁻¹: 1.52
Net charge: 0

Positions of all 39 atoms, in Å:
C (6.5162, 2.2457, 0.0346)
C (5.4884, 1.2336, 0.3933)
C (5.4086, 0.3511, 1.4327)
C (4.2048, -0.3651, 1.2625)
C (3.6225, 0.1289, 0.1209)
C (2.4004, -0.1933, -0.5537)
N (1.6318, -1.0959, -0.0765)
N (0.5218, -1.5399, -0.6575)
C (-0.3819, -2.2100, 0.2516)
H (-0.9184, -2.9867, -0.3003)
C (-1.3769, -1.2006, 0.8354)
N (-2.0951, -0.5470, -0.2411)
C (-3.3949, -0.1081, -0.0479)
C (-3.8373, 1.1455, -0.4827)
C (-5.1556, 1.5311, -0.3332)
C (-6.0614, 0.6729, 0.2641)
C (-5.6505, -0.5747, 0.7058)
C (-4.3362, -0.9588, 0.5459)
H (-4.0421, -1.9451, 0.8695)
H (-6.3604, -1.2459, 1.1632)
Cl (-7.7125, 1.1574, 0.4603)
H (-5.4753, 2.5048, -0.6706)
H (-3.1478, 1.8452, -0.9275)
C (-1.2010, 0.1570, -1.1334)
C (-0.1960, -0.8520, -1.7116)
H (0.5048, -0.3525, -2.3799)
H (-0.7389, -1.6115, -2.2815)
H (-1.7721, 0.5893, -1.9553)
H (-0.6528, 0.9585, -0.6117)
H (-0.8084, -0.4549, 1.4160)
H (-2.0734, -1.6979, 1.5069)
H (0.2121, -2.6622, 1.0453)
H (2.2137, 0.3796, -1.4654)
O (4.4071, 1.1040, -0.4062)
H (3.8089, -1.1405, 1.8836)
H (6.1240, 0.2305, 2.2210)
H (6.9349, 2.0319, -0.9485)
H (7.3135, 2.2342, 0.7714)
H (6.0752, 3.2416, 0.0004)

Forces on atoms 1 to 3 (eV/Å):
C -0.346 -0.100 -0.195
C 0.536 -0.198 0.738
C 0.165 0.510 -0.476

***

Q: spin multiplicity of number 2 (CH4FOV)?
A: 4